(1)
The following is a DFT calculation (wB97M-V/def2-TZVPD) of C50H40Cl2NO5P2PtSSi as an isolated structure.

Atoms and positions in Å:
Pt (-0.234, 0.116, -0.538)
C (-0.515, -2.090, -3.518)
Si (0.533, -1.494, -2.142)
C (2.221, -0.878, -2.571)
C (2.959, -1.420, -3.630)
C (4.237, -0.969, -3.905)
C (4.813, 0.033, -3.123)
C (4.109, 0.567, -2.061)
C (2.809, 0.113, -1.805)
P (1.954, 0.762, -0.362)
C (1.867, 2.535, -0.483)
C (1.439, 3.266, 0.638)
C (1.290, 4.636, 0.550)
C (1.552, 5.283, -0.659)
C (1.958, 4.562, -1.772)
C (2.108, 3.183, -1.695)
C (3.079, 0.315, 0.953)
C (3.717, 1.251, 1.769)
C (4.659, 0.815, 2.690)
C (4.961, -0.537, 2.798)
C (4.332, -1.465, 1.975)
C (3.390, -1.043, 1.058)
C (0.825, -2.990, -1.052)
C (1.470, -4.115, -1.589)
C (1.575, -5.288, -0.861)
C (1.019, -5.370, 0.415)
C (0.390, -4.269, 0.965)
C (0.315, -3.079, 0.233)
P (-0.529, -1.646, 0.932)
C (-2.257, -2.100, 0.854)
C (-2.950, -2.619, 1.948)
C (-4.288, -2.962, 1.801)
C (-4.928, -2.808, 0.577)
C (-4.221, -2.340, -0.526)
C (-2.896, -1.985, -0.388)
C (0.023, -1.547, 2.639)
C (1.295, -1.984, 2.999)
C (1.754, -1.808, 4.297)
C (0.945, -1.196, 5.242)
C (-0.332, -0.771, 4.895)
C (-0.790, -0.935, 3.599)
H (0.103, -2.732, -4.157)
H (-0.918, -1.278, -4.113)
H (-1.335, -2.699, -3.128)
H (2.526, -2.197, -4.253)
H (4.793, -1.394, -4.732)
H (5.812, 0.389, -3.339)
H (4.560, 1.330, -1.435)
H (1.231, 2.758, 1.573)
H (0.969, 5.203, 1.414)
H (1.431, 6.358, -0.730)
H (2.150, 5.069, -2.710)
H (2.424, 2.623, -2.566)
H (3.514, 2.307, 1.673)
H (5.169, 1.538, 3.314)
H (5.699, -0.868, 3.517)
H (4.589, -2.516, 2.044)
H (2.916, -1.759, 0.392)
H (1.896, -4.074, -2.589)
H (2.078, -6.147, -1.289)
H (1.077, -6.294, 0.976)
H (-0.038, -4.329, 1.959)
H (-2.465, -2.746, 2.907)
H (-4.836, -3.344, 2.653)
H (-5.977, -3.047, 0.481)
H (-4.718, -2.236, -1.482)
H (-2.352, -1.602, -1.252)
H (1.915, -2.492, 2.280)
H (2.742, -2.158, 4.569)
H (1.305, -1.060, 6.254)
H (-0.976, -0.315, 5.636)
H (-1.783, -0.599, 3.338)
Cl (-0.273, 5.581, -5.988)
C (-0.270, 4.169, -4.981)
C (0.349, 3.003, -5.428)
C (0.327, 1.854, -4.669)
Cl (1.008, 0.414, -5.355)
C (-0.324, 1.795, -3.415)
O (-0.533, 0.677, -2.756)
C (-0.837, 3.028, -2.959)
C (-1.317, 3.150, -1.610)
O (-1.063, 2.354, -0.719)
C (-0.867, 4.179, -3.755)
H (0.829, 2.989, -6.400)
H (-1.927, 4.032, -1.358)
H (-1.325, 5.088, -3.375)
N (-1.115, 1.552, 2.003)
C (-2.536, 1.345, 2.032)
C (-3.251, 1.417, 3.218)
C (-4.619, 1.163, 3.230)
C (-5.269, 0.790, 2.055)
C (-4.560, 0.753, 0.863)
C (-3.202, 1.007, 0.864)
S (-7.032, 0.516, 1.986)
O (-7.158, -0.580, 1.023)
O (-7.405, 0.170, 3.347)
O (-7.560, 1.784, 1.509)
H (-0.841, 2.164, 1.251)
H (-0.722, 1.879, 2.872)
H (-2.728, 1.662, 4.140)
H (-5.196, 1.223, 4.145)
H (-5.091, 0.489, -0.043)
H (-2.654, 0.936, -0.077)

* lowest unoccupied orbital energy: -5.91 eV
* DFT total energy: -4770.18826 hartree
* net charge: +1
* energy relative to the best compared isomer or geometry (same formula, charge and spin): 22.8 kcal per mole



(2)
The following is a DFT calculation (wB97M-V/def2-TZVPD) of C50H41AgN5O2S2 as an isolated structure.

Atoms and positions in Å:
Ag (1.595, 1.846, 1.309)
C (2.373, 4.966, 0.295)
N (2.026, 4.397, 1.577)
C (0.851, 4.936, 2.241)
C (0.184, 3.876, 3.070)
N (0.693, 2.700, 3.309)
C (-0.294, 2.006, 4.011)
C (-0.304, 0.689, 4.465)
C (-1.439, 0.253, 5.121)
C (-2.543, 1.099, 5.316)
C (-2.547, 2.404, 4.862)
C (-1.399, 2.834, 4.207)
N (-1.050, 4.039, 3.612)
C (3.010, 3.931, -0.592)
N (2.958, 2.638, -0.424)
C (3.633, 2.089, -1.516)
C (3.883, 0.761, -1.850)
C (4.578, 0.511, -3.016)
C (5.027, 1.555, -3.840)
C (4.796, 2.878, -3.517)
C (4.092, 3.114, -2.342)
N (3.686, 4.284, -1.716)
H (3.035, 5.839, 0.356)
H (1.454, 5.303, -0.191)
H (2.818, 4.339, 2.202)
H (0.136, 5.255, 1.480)
H (1.072, 5.807, 2.870)
H (0.547, 0.043, 4.292)
H (-1.482, -0.762, 5.496)
H (-3.414, 0.719, 5.835)
H (-3.402, 3.051, 5.009)
H (-1.650, 4.835, 3.480)
H (3.552, -0.049, -1.215)
H (4.787, -0.512, -3.300)
H (5.571, 1.319, -4.745)
H (5.147, 3.684, -4.148)
H (3.848, 5.223, -2.036)
C (-6.833, -0.052, 1.277)
C (-5.390, 0.325, 1.095)
C (-4.410, -0.164, 1.948)
C (-3.074, 0.176, 1.770)
C (-2.732, 1.004, 0.717)
C (-3.692, 1.522, -0.147)
C (-5.014, 1.179, 0.051)
S (-1.027, 1.439, 0.527)
O (-0.941, 2.941, 0.474)
C (-0.744, 0.883, -1.170)
C (-0.412, 1.887, -2.102)
C (-0.058, 1.535, -3.370)
C (-0.018, 0.175, -3.761)
C (0.370, -0.206, -5.070)
C (0.415, -1.520, -5.429)
C (0.070, -2.524, -4.495)
C (-0.308, -2.190, -3.227)
C (-0.359, -0.828, -2.823)
C (-0.715, -0.450, -1.496)
C (-0.995, -1.511, -0.476)
C (-2.270, -2.156, -0.430)
C (-3.310, -1.821, -1.332)
C (-4.524, -2.442, -1.251)
C (-4.760, -3.427, -0.268)
C (-3.775, -3.766, 0.615)
C (-2.509, -3.138, 0.558)
C (-1.484, -3.467, 1.489)
C (-0.270, -2.860, 1.430)
C (-0.035, -1.889, 0.427)
S (1.545, -1.065, 0.368)
O (1.810, -0.521, 1.755)
C (2.601, -2.484, 0.184)
C (2.641, -3.131, -1.043)
C (3.485, -4.218, -1.199)
C (4.296, -4.654, -0.152)
C (5.222, -5.827, -0.326)
C (4.246, -3.970, 1.060)
C (3.406, -2.881, 1.239)
H (-6.959, -0.755, 2.099)
H (-7.229, -0.514, 0.371)
H (-7.444, 0.828, 1.485)
H (-4.690, -0.821, 2.763)
H (-2.308, -0.200, 2.439)
H (-3.402, 2.183, -0.954)
H (-5.774, 1.569, -0.617)
H (-0.434, 2.920, -1.778)
H (0.205, 2.295, -4.096)
H (0.631, 0.568, -5.781)
H (0.710, -1.800, -6.432)
H (0.101, -3.564, -4.793)
H (-0.578, -2.964, -2.519)
H (-3.134, -1.063, -2.085)
H (-5.312, -2.177, -1.944)
H (-5.725, -3.915, -0.219)
H (-3.950, -4.522, 1.371)
H (-1.685, -4.218, 2.243)
H (0.518, -3.108, 2.130)
H (2.020, -2.794, -1.867)
H (3.519, -4.735, -2.150)
H (5.083, -6.303, -1.295)
H (5.052, -6.576, 0.448)
H (6.264, -5.511, -0.251)
H (4.878, -4.293, 1.879)
H (3.372, -2.335, 2.173)

* lowest unoccupied orbital energy: -2.01 eV
* DFT total energy: -3297.45993 hartree
* net charge: +1
* energy relative to the best compared isomer or geometry (same formula, charge and spin): 1.3 kcal per mole



(3)
The following is a DFT calculation (wB97M-V/def2-TZVPD) of C50H41BrFeN2O3P2 as an isolated structure in a non-equilibrium geometry.

Atoms and positions in Å:
Fe (0.440, 1.017, -0.296)
C (3.644, 2.637, 1.905)
C (2.878, 1.490, 1.310)
N (1.548, 1.461, 1.311)
O (0.953, 2.639, 1.837)
C (3.614, 0.447, 0.737)
C (5.111, 0.524, 0.693)
N (3.065, -0.623, 0.129)
O (3.791, -1.408, -0.599)
H (2.965, 3.309, 2.419)
H (4.163, 3.200, 1.131)
H (4.381, 2.264, 2.614)
H (0.101, 2.368, 2.209)
H (5.543, 0.498, 1.695)
H (5.445, 1.428, 0.188)
H (5.477, -0.336, 0.136)
O (-0.724, -1.981, 1.219)
C (-1.989, -2.500, 1.234)
C (-2.309, -3.791, 1.621)
C (-3.633, -4.190, 1.545)
C (-4.614, -3.319, 1.101)
C (-4.280, -2.046, 0.671)
C (-2.956, -1.639, 0.719)
P (-2.257, -0.020, 0.180)
C (-2.823, 0.939, 1.637)
C (-1.855, 1.048, 2.634)
C (-2.115, 1.760, 3.789)
C (-3.344, 2.379, 3.952)
C (-4.325, 2.233, 2.986)
C (-4.075, 1.505, 1.835)
C (-3.426, 0.287, -1.183)
C (-4.119, 1.469, -1.410)
C (-4.961, 1.573, -2.504)
C (-5.088, 0.519, -3.394)
C (-4.338, -0.635, -3.216)
C (-3.509, -0.747, -2.119)
C (0.022, -1.823, 2.355)
C (-0.410, -2.097, 3.640)
C (0.447, -1.822, 4.693)
C (1.702, -1.296, 4.450)
C (2.116, -1.018, 3.155)
C (1.275, -1.270, 2.086)
P (1.395, -1.105, 0.132)
C (1.609, -2.945, 0.125)
C (2.617, -3.522, 0.890)
C (2.760, -4.896, 0.931)
C (1.887, -5.714, 0.234)
C (0.864, -5.146, -0.506)
C (0.731, -3.771, -0.565)
C (1.106, -1.168, -1.888)
C (1.943, -1.890, -2.734)
C (1.661, -1.994, -4.086)
C (0.556, -1.366, -4.632)
C (-0.281, -0.636, -3.807)
C (-0.008, -0.552, -2.451)
H (-1.537, -4.459, 1.972)
H (-3.899, -5.190, 1.847)
H (-5.645, -3.636, 1.081)
H (-5.045, -1.375, 0.311)
H (-0.901, 0.547, 2.501)
H (-1.364, 1.827, 4.562)
H (-3.540, 2.970, 4.833)
H (-5.301, 2.673, 3.135)
H (-4.853, 1.384, 1.097)
H (-3.995, 2.310, -0.744)
H (-5.524, 2.483, -2.657)
H (-5.765, 0.599, -4.231)
H (-4.411, -1.447, -3.927)
H (-2.914, -1.642, -1.981)
H (-1.398, -2.498, 3.814)
H (0.129, -2.024, 5.704)
H (2.369, -1.094, 5.275)
H (3.096, -0.598, 2.989)
H (3.302, -2.894, 1.443)
H (3.560, -5.334, 1.511)
H (2.002, -6.789, 0.271)
H (0.175, -5.780, -1.046)
H (-0.071, -3.332, -1.141)
H (2.828, -2.359, -2.335)
H (2.308, -2.583, -4.720)
H (0.338, -1.435, -5.688)
H (-1.156, -0.138, -4.203)
H (-0.723, -0.002, -1.838)
Br (-1.184, 3.210, -0.422)
C (0.101, 4.274, -1.398)
C (-0.179, 5.582, -1.669)
C (0.750, 6.333, -2.404)
C (1.920, 5.761, -2.819)
C (2.208, 4.409, -2.545)
C (3.388, 3.791, -3.001)
C (3.598, 2.458, -2.789)
C (2.656, 1.690, -2.088)
C (1.503, 2.241, -1.575)
C (1.271, 3.617, -1.818)
H (-1.091, 6.037, -1.316)
H (0.527, 7.361, -2.635)
H (2.643, 6.325, -3.389)
H (4.113, 4.384, -3.539)
H (4.488, 1.978, -3.176)
H (2.857, 0.634, -1.988)

* lowest unoccupied orbital energy (alpha / beta): -0.45 / -0.41 eV
* DFT total energy: -6785.35723 hartree
* net charge: 0
* energy relative to the best compared isomer or geometry (same formula, charge and spin): 55.9 kcal per mole
* 2S+1: 5



(4)
The following is a DFT calculation (wB97M-V/def2-TZVPD) of C50H41BrN8O4Rb as an isolated structure in a non-equilibrium geometry.

Atoms and positions in Å:
Rb (0.711, -1.128, 0.027)
C (-2.435, 6.583, -2.218)
C (-2.175, 5.220, -1.615)
C (-2.902, 4.727, -0.535)
C (-2.668, 3.488, 0.017)
C (-1.657, 2.598, -0.476)
N (-1.311, 1.415, 0.092)
C (-2.339, 0.752, 0.723)
C (-3.627, 0.560, 0.140)
C (-4.617, -0.201, 0.729)
C (-4.418, -0.858, 1.946)
C (-5.482, -1.678, 2.637)
C (-3.163, -0.732, 2.510)
C (-2.174, 0.076, 1.958)
N (-1.051, 0.321, 2.813)
C (-1.179, 0.635, 4.135)
C (0.091, 0.662, 4.682)
C (0.927, 0.323, 3.605)
N (0.245, 0.122, 2.495)
C (-0.970, 3.113, -1.614)
C (-1.207, 4.380, -2.132)
N (-0.023, 2.313, -2.328)
C (-0.099, 2.069, -3.659)
C (1.062, 1.437, -4.044)
C (1.804, 1.362, -2.831)
N (1.147, 1.882, -1.808)
H (-2.963, 7.214, -1.507)
H (-3.046, 6.510, -3.126)
H (-1.519, 7.092, -2.495)
H (-3.654, 5.370, -0.086)
H (-3.234, 3.178, 0.890)
H (-3.833, 1.048, -0.807)
H (-5.575, -0.289, 0.233)
H (-6.395, -1.702, 2.043)
H (-5.726, -1.264, 3.617)
H (-5.148, -2.713, 2.781)
H (-2.923, -1.268, 3.427)
H (-2.134, 0.854, 4.567)
H (0.364, 0.896, 5.697)
H (1.993, 0.260, 3.616)
H (-0.597, 4.700, -2.969)
H (-0.981, 2.324, -4.208)
H (1.335, 1.064, -5.018)
H (2.764, 0.918, -2.687)
C (5.908, 0.850, 1.363)
O (5.975, 0.189, 0.073)
C (4.699, -0.263, -0.165)
N (3.802, -0.056, 0.711)
C (4.467, 0.576, 1.859)
C (3.769, 1.823, 2.355)
C (2.761, 2.448, 1.627)
C (2.202, 3.612, 2.122)
C (2.656, 4.180, 3.304)
C (3.682, 3.573, 4.019)
C (4.229, 2.387, 3.544)
C (4.523, -0.934, -1.452)
C (5.611, -1.098, -2.326)
C (5.396, -1.742, -3.531)
C (4.129, -2.200, -3.835)
C (3.105, -1.971, -2.902)
N (3.308, -1.364, -1.742)
C (1.739, -2.432, -3.207)
N (0.666, -1.985, -2.712)
C (-0.437, -2.813, -3.240)
C (0.237, -3.608, -4.379)
O (1.662, -3.452, -4.124)
C (-1.598, -1.966, -3.698)
C (-1.869, -0.713, -3.135)
C (-2.972, 0.010, -3.561)
C (-3.829, -0.492, -4.532)
C (-3.570, -1.731, -5.096)
C (-2.457, -2.452, -4.687)
H (6.087, 1.925, 1.214)
H (6.677, 0.434, 2.007)
H (4.500, -0.153, 2.683)
H (2.375, 1.999, 0.720)
H (1.404, 4.079, 1.575)
H (2.212, 5.092, 3.688)
H (4.039, 3.999, 4.941)
H (5.039, 1.905, 4.091)
H (6.579, -0.727, -2.033)
H (6.225, -1.898, -4.209)
H (3.919, -2.738, -4.738)
H (-0.761, -3.485, -2.428)
H (0.028, -3.182, -5.361)
H (0.007, -4.683, -4.367)
H (-1.204, -0.305, -2.386)
H (-3.182, 0.971, -3.105)
H (-4.694, 0.078, -4.835)
H (-4.224, -2.146, -5.861)
H (-2.273, -3.429, -5.122)
Br (-2.267, -5.428, 6.959)
C (-1.536, -4.843, 5.289)
C (-0.677, -3.751, 5.284)
C (-0.142, -3.350, 4.065)
C (-0.488, -3.996, 2.884)
C (-1.384, -5.047, 2.915)
C (-1.885, -5.508, 4.127)
C (0.116, -3.541, 1.559)
O (-0.655, -3.511, 0.575)
O (1.309, -3.182, 1.646)
H (-0.430, -3.234, 6.190)
H (0.548, -2.517, 4.009)
H (-1.684, -5.506, 1.986)
H (-2.590, -6.334, 4.169)

* lowest unoccupied orbital energy (alpha / beta): 1.85 / 1.85 eV
* DFT total energy: -5267.18673 hartree
* net charge: -1
* energy relative to the best compared isomer or geometry (same formula, charge and spin): 0.0 kcal per mole